{"formula": "C42H102N2O10", "method": "ωB97M-V with the def2-TZVPD basis set", "symbols": ["C", "C", "C", "C", "C", "C", "C", "C", "C", "N", "O", "H", "H", "H", "H", "H", "H", "H", "H", "H", "H", "H", "H", "H", "H", "H", "H", "H", "H", "H", "C", "C", "C", "C", "C", "C", "C", "C", "C", "N", "O", "H", "H", "H", "H", "H", "H", "H", "H", "H", "H", "H", "H", "H", "H", "H", "H", "H", "H", "H", "C", "C", "C", "O", "H", "H", "H", "H", "H", "H", "H", "H", "C", "C", "C", "O", "H", "H", "H", "H", "H", "H", "H", "H", "C", "C", "C", "O", "H", "H", "H", "H", "H", "H", "H", "H", "C", "C", "C", "O", "H", "H", "H", "H", "H", "H", "H", "H", "C", "C", "C", "O", "H", "H", "H", "H", "H", "H", "H", "H", "C", "C", "C", "O", "H", "H", "H", "H", "H", "H", "H", "H", "C", "C", "C", "O", "H", "H", "H", "H", "H", "H", "H", "H", "C", "C", "C", "O", "H", "H", "H", "H", "H", "H", "H", "H"], "positions_angstrom": [[19.8447, 18.6100, 15.8511], [21.2763, 18.0566, 15.9874], [21.5040, 17.3806, 14.6141], [22.2724, 19.2711, 16.2280], [23.6304, 18.8662, 16.8049], [23.3687, 17.9310, 17.9945], [22.4908, 16.6821, 17.7187], [23.2516, 15.6554, 16.8012], [22.2122, 16.0501, 19.1009], [21.2428, 17.0929, 17.0543], [20.3127, 16.0255, 16.9258], [19.1024, 17.8571, 15.5862], [19.5432, 19.2322, 16.6938], [19.7180, 19.2854, 15.0050], [22.5346, 17.0302, 14.5579], [20.9239, 16.5004, 14.3367], [21.2913, 18.0617, 13.7901], [22.5947, 19.7411, 15.2988], [21.8431, 20.0220, 16.8912], [24.2024, 18.3814, 16.0138], [24.3382, 19.6427, 17.0948], [23.1247, 18.4823, 18.9026], [24.3603, 17.4995, 18.1310], [22.6145, 14.8794, 16.3769], [24.0434, 15.1479, 17.3521], [23.6848, 16.1406, 15.9266], [21.5205, 15.2105, 19.0332], [21.7535, 16.8295, 19.7095], [23.1787, 15.8365, 19.5574], [20.6881, 15.5305, 16.1939], [17.7682, 13.8129, 23.8287], [17.7898, 12.8328, 25.0289], [18.0570, 11.3865, 24.5101], [19.0008, 13.3774, 25.8869], [19.0941, 12.7526, 27.2554], [17.7447, 12.9646, 28.0490], [16.4907, 12.4254, 27.1992], [16.4282, 10.8260, 27.1896], [15.1661, 12.8652, 27.8781], [16.5928, 13.0031, 25.7700], [15.4553, 12.6330, 25.0764], [18.7666, 14.0868, 23.4876], [17.2144, 13.3001, 23.0424], [17.2172, 14.7342, 24.0171], [18.4474, 10.8464, 25.3727], [17.1705, 10.8319, 24.2024], [18.8169, 11.1953, 23.7524], [19.9492, 13.1444, 25.4027], [19.0553, 14.4456, 26.0970], [19.4533, 11.7253, 27.3162], [19.9120, 13.2589, 27.7679], [17.6039, 14.0130, 28.3122], [17.7492, 12.3806, 28.9693], [17.4709, 10.5088, 27.1732], [16.0008, 10.4002, 26.2817], [16.0146, 10.5051, 28.1456], [15.2791, 12.7504, 28.9561], [14.4348, 12.1448, 27.5118], [14.8834, 13.9032, 27.7024], [15.5425, 11.6851, 24.9521], [24.0813, 9.9809, 15.4041], [24.2934, 10.8557, 16.5995], [25.2973, 11.9575, 16.3221], [23.0524, 11.3015, 17.0726], [23.3590, 9.1836, 15.5793], [25.0305, 9.5304, 15.1142], [23.7534, 10.6411, 14.6011], [24.7773, 10.3274, 17.4210], [25.2868, 12.8075, 17.0045], [25.0496, 12.4858, 15.4014], [26.3173, 11.5731, 16.3258], [22.4601, 10.5600, 17.2174], [19.6989, 13.0933, 18.6851], [19.5370, 12.1649, 19.8346], [18.2552, 12.3432, 20.5684], [19.4986, 10.8626, 19.2584], [19.7885, 14.1126, 19.0606], [18.8959, 13.1125, 17.9483], [20.6134, 12.8996, 18.1245], [20.4423, 12.2576, 20.4344], [18.3695, 13.3838, 20.8719], [18.3043, 11.6114, 21.3748], [17.3424, 12.2166, 19.9864], [20.3166, 10.5511, 18.8643], [14.6236, 11.1406, 21.6692], [13.8674, 10.5432, 22.8231], [12.9541, 9.4044, 22.2687], [14.6690, 9.9891, 23.7267], [15.1283, 10.3909, 21.0598], [15.3471, 11.8419, 22.0849], [14.0669, 11.7330, 20.9431], [13.2347, 11.3057, 23.2775], [13.4795, 8.4995, 21.9633], [12.4228, 9.6457, 21.3481], [12.1729, 9.1457, 22.9835], [14.0845, 9.7000, 24.4312], [17.9670, 16.5704, 20.6307], [17.4813, 17.4596, 19.4066], [18.0452, 18.8802, 19.4258], [17.9397, 16.8102, 18.2328], [17.2738, 15.8091, 20.9883], [18.0280, 17.2982, 21.4397], [18.8865, 15.9992, 20.5022], [16.3927, 17.4596, 19.4621], [19.0981, 18.9696, 19.6932], [17.5463, 19.4660, 20.1979], [17.8543, 19.3779, 18.4750], [18.8802, 17.0007, 18.2614], [19.1712, 13.2397, 14.5446], [20.2032, 12.2551, 14.9911], [20.7527, 11.3197, 13.8609], [21.3660, 12.9756, 15.3836], [18.9804, 13.9839, 15.3178], [18.2535, 12.7374, 14.2386], [19.5277, 13.7942, 13.6765], [19.8057, 11.7362, 15.8634], [21.3686, 10.4979, 14.2262], [21.4098, 11.9396, 13.2509], [19.9927, 10.7850, 13.2913], [22.0051, 12.4256, 15.8426], [22.2551, 6.9946, 18.3231], [21.8812, 8.4267, 18.8497], [23.0567, 9.1340, 19.4393], [21.6085, 9.1703, 17.7172], [21.4689, 6.2906, 18.0501], [22.8350, 6.4777, 19.0877], [22.8155, 7.1100, 17.3954], [20.9593, 8.3945, 19.4304], [24.0277, 8.8257, 19.0518], [23.1128, 8.9081, 20.5042], [23.0451, 10.2240, 19.4320], [21.1075, 8.6074, 17.1224], [15.1094, 14.2156, 18.8918], [14.1773, 13.5779, 17.8249], [14.6235, 12.1926, 17.3969], [12.8670, 13.4519, 18.4098], [15.0534, 13.6400, 19.8157], [14.7884, 15.2498, 19.0169], [16.1324, 14.2460, 18.5167], [14.1498, 14.2772, 16.9892], [14.0234, 11.7648, 16.5938], [14.4193, 11.4582, 18.1760], [15.7075, 12.1061, 17.3222], [12.4227, 14.2957, 18.5200], [16.8199, 7.5037, 22.0939], [17.8100, 8.6639, 21.9578], [19.1797, 8.1585, 22.2097], [17.6723, 9.1192, 20.6075], [15.8003, 7.8859, 22.1439], [16.9928, 6.9490, 23.0161], [16.8194, 6.8960, 21.1890], [17.5265, 9.4300, 22.6793], [19.4500, 7.2203, 21.7251], [19.3175, 7.9950, 23.2785], [19.9036, 8.9275, 21.9401], [18.3676, 9.7261, 20.3431]], "forces_ev_per_angstrom": [[-0.4, 1.0, -0.4], [-1.6, 0.4, -1.8], [1.3, 0.0, -0.5], [0.8, -0.4, 0.1], [-0.9, -1.1, 0.3], [1.6, -0.7, -1.0], [0.0, -0.4, -0.7], [0.0, 0.4, 0.3], [-0.2, 0.8, -0.7], [0.4, 0.7, 2.9], [1.0, 1.0, -0.4], [0.1, -0.3, 0.7], [-0.1, -0.5, 0.4], [0.7, 0.3, -0.3], [0.1, 0.2, -0.4], [-0.5, -0.1, 0.7], [0.3, 0.3, 0.1], [-1.1, 0.1, -0.4], [-0.4, -0.1, -0.1], [-0.1, -0.6, 0.0], [-0.6, 0.6, 0.2], [-0.4, -0.1, -0.1], [0.1, -0.2, 0.8], [-0.3, -0.1, 0.3], [0.1, 0.0, 0.0], [0.2, 0.2, 0.2], [0.4, -0.1, 0.1], [-0.2, 0.0, 0.1], [-0.1, -0.5, 0.0], [-0.2, -0.9, -0.4], [-1.0, -0.6, -0.4], [2.4, 1.6, -1.3], [0.4, -0.4, 1.4], [0.0, -1.5, 0.4], [-0.7, 0.4, 1.6], [-0.1, -1.4, -1.6], [0.7, 0.2, -0.4], [1.8, 1.7, 0.3], [0.8, -0.2, -0.6], [-0.7, 0.3, 3.5], [-0.3, 0.1, -0.6], [0.0, -0.3, -0.1], [0.2, 0.2, -0.4], [0.1, 0.0, 0.4], [0.0, -0.3, 0.1], [-0.2, 0.3, -0.1], [0.0, 0.8, -0.3], [-0.1, 0.0, -0.6], [-0.8, 0.2, -0.7], [-0.5, -0.3, -0.5], [-0.1, 0.3, 0.3], [-0.1, 0.0, -0.2], [0.1, 0.0, 0.1], [0.0, -0.3, 0.1], [-0.5, 0.0, 0.4], [-0.4, -0.3, -0.4], [0.0, -0.2, 0.1], [-0.5, 0.5, 0.2], [0.0, -0.1, -0.3], [-0.4, -0.6, -0.5], [0.6, -0.1, -0.4], [0.8, -0.5, 1.1], [-0.6, 1.2, -0.4], [-0.2, 2.0, -0.2], [0.0, 0.1, 0.0], [0.0, -0.1, -0.2], [-0.2, -0.2, -0.2], [-0.1, -0.7, 0.1], [-0.2, -0.4, 0.7], [0.3, -0.3, -0.5], [-0.1, -0.1, -0.3], [-0.1, -0.6, 0.1], [0.4, 1.6, -0.5], [0.3, -0.9, -2.3], [0.9, 0.4, 0.6], [-0.5, -1.6, 0.5], [-0.1, 0.2, -0.1], [-0.3, -0.3, 0.2], [0.2, -0.1, 0.0], [-0.2, 0.0, 0.7], [-0.7, 0.0, 0.8], [-0.6, 0.5, 0.4], [0.3, -0.1, -0.2], [0.3, 0.4, -0.1], [1.0, 0.6, -0.1], [-3.4, 0.0, -3.9], [-0.7, 0.4, -0.4], [2.7, -1.0, 3.0], [0.3, -0.2, 0.3], [0.4, 0.0, -0.1], [-0.7, -0.1, 0.4], [-0.2, 0.3, 0.0], [0.5, 0.1, 0.5], [-0.1, 0.6, 0.0], [0.0, -0.2, 0.2], [0.3, -0.3, 0.3], [-0.8, 1.2, 0.2], [1.4, -1.6, 0.9], [-0.7, 0.3, 0.7], [-0.8, 0.2, -0.2], [-0.5, 0.1, -0.4], [0.5, -0.3, 0.5], [0.4, 0.6, -0.4], [0.0, 0.1, -0.5], [0.2, -0.5, -0.3], [-0.2, 0.1, 0.1], [0.1, -0.1, 0.0], [0.4, -0.4, -0.6], [0.0, 0.4, -0.6], [1.6, -0.9, -0.5], [-0.8, -0.2, 0.6], [-0.3, 1.4, 0.2], [-0.2, -0.2, 0.2], [-0.1, 0.0, 0.2], [0.1, 0.0, -0.2], [0.0, -0.5, 0.0], [0.2, 0.2, 0.5], [-0.3, 0.0, -0.3], [-0.2, 0.4, -0.3], [0.1, -0.5, 0.4], [0.2, 0.2, 0.8], [0.5, -1.9, -0.7], [0.8, -0.1, 2.2], [-1.3, 1.1, -2.1], [-0.7, 0.5, 0.3], [0.3, -0.1, -0.2], [0.5, 0.1, 0.2], [0.3, 0.0, 0.7], [-0.2, -0.2, -0.4], [0.1, -0.2, 0.2], [-0.5, 0.0, -0.5], [-0.3, 0.2, -0.3], [-0.3, -0.4, -1.1], [0.2, 0.5, 1.2], [-0.4, -0.6, 0.9], [-0.1, -0.6, -0.4], [0.0, 0.2, 0.1], [0.0, 0.0, 0.4], [0.1, 0.0, 0.1], [-0.1, -0.1, -0.3], [0.5, 0.4, -0.6], [-0.2, 0.3, 0.6], [-0.1, 0.2, -0.8], [0.3, 0.2, -0.1], [-0.7, 0.7, 0.0], [-1.1, -1.0, -1.1], [1.3, 0.3, 0.8], [-0.6, -0.4, 0.4], [-0.1, 0.2, 0.1], [0.1, -0.2, -0.2], [0.5, -0.3, 0.2], [0.1, 0.2, -0.1], [-0.3, 0.1, -0.3], [0.0, -0.1, 0.2], [0.3, 0.0, -0.1], [0.4, 0.3, -0.1]], "lowdin_charge": [-0.047, -0.473, -0.033, -0.100, -0.190, -0.135, -0.469, -0.008, -0.018, -0.109, -0.016, 0.086, 0.070, 0.079, 0.065, 0.079, 0.085, 0.115, 0.115, 0.100, 0.111, 0.119, 0.112, 0.061, 0.076, 0.062, 0.054, 0.078, 0.086, 0.058, -0.038, -0.490, -0.012, -0.141, -0.200, -0.095, -0.410, -0.018, -0.047, -0.116, -0.013, 0.082, 0.052, 0.088, 0.064, 0.055, 0.080, 0.118, 0.123, 0.098, 0.101, 0.111, 0.105, 0.057, 0.063, 0.083, 0.077, 0.072, 0.084, 0.034, -0.044, -0.512, -0.043, -0.067, 0.071, 0.088, 0.080, 0.118, 0.071, 0.081, 0.086, 0.028, -0.051, -0.474, -0.034, -0.063, 0.057, 0.092, 0.078, 0.148, 0.076, 0.071, 0.092, 0.059, -0.038, -0.544, -0.043, -0.029, 0.084, 0.070, 0.075, 0.141, 0.069, 0.076, 0.070, 0.113, -0.037, -0.446, -0.065, -0.075, 0.055, 0.066, 0.060, 0.126, 0.080, 0.073, 0.073, 0.042, -0.052, -0.471, -0.037, -0.089, 0.073, 0.086, 0.083, 0.124, 0.049, 0.084, 0.071, 0.040, -0.023, -0.457, -0.045, -0.093, 0.077, 0.081, 0.078, 0.130, 0.087, 0.087, 0.087, 0.120, -0.048, -0.464, -0.052, -0.066, 0.064, 0.072, 0.069, 0.129, 0.079, 0.070, 0.076, 0.082, -0.044, -0.493, -0.072, -0.058, 0.050, 0.083, 0.085, 0.102, 0.086, 0.083, 0.073, 0.022], "e_above_lowest_kj_mol": 331.2, "largest_force_ev_per_a": 5.24, "homo_lumo_gap_ev": 8.55}